[1]
C5H12N4 | ωB97M-V with the def2-TZVPD basis set

- 2S+1: 1
- HOMO-LUMO gap (spin up / spin down): 0.316 / 0.319 Ha
- Highest occupied orbital energy (spin up / spin down): -8.0 / -8.1 eV
- E_tot: -11335.25020 eV
- ΔE to the lowest compared entry with this formula, charge and spin: 4.971 eV

```
21
Properties=species:S:1:pos:R:3:forces:R:3:lowdin_charge:R:1
C 0.366 0.046 2.413 -0.53 1.00 -0.07 -0.22
C -0.656 -0.918 -1.930 -1.68 2.29 0.00 -0.04
C -0.971 1.332 -0.856 -0.70 -1.29 0.49 -0.02
C 1.372 0.224 -0.718 -0.94 0.83 0.49 -0.06
C -0.132 -0.015 -0.776 -1.23 2.19 -0.95 -0.62
N 1.401 -1.014 2.158 0.18 -2.65 -0.33 -0.04
N 1.266 -1.741 1.257 0.19 0.68 0.39 0.14
N -0.722 -0.170 1.565 -2.32 -1.05 0.43 -0.08
N -0.624 -0.735 0.336 -0.14 -1.21 3.17 -0.02
H 0.102 0.232 3.453 -0.10 -0.73 0.01 0.12
H 0.970 0.855 2.152 0.71 1.80 -0.67 0.08
H 0.159 -1.424 -2.310 1.48 -1.48 -1.26 0.03
H -1.345 -1.588 -1.377 0.20 0.23 -1.11 0.08
H -1.188 -0.274 -2.755 1.11 -1.56 1.45 0.11
H -1.443 1.511 0.108 -0.05 0.07 -0.01 0.06
H -1.773 1.200 -1.599 0.32 0.31 0.35 0.07
H -0.407 2.200 -1.072 0.84 0.80 -0.52 0.05
H 1.702 0.961 -1.405 0.21 0.21 -1.58 0.06
H 1.649 0.791 0.196 -0.04 -1.21 -0.03 0.08
H 1.755 -0.763 -0.898 1.23 -0.06 0.35 0.06
H -1.481 -0.711 2.057 1.26 0.81 -0.60 0.16
```
Positions in Å, forces in eV/Å.



[2]
NO5P | ωB97M-V with the def2-TZVPD basis set

- Total charge: -2
- 2S+1: 1
- HOMO-LUMO gap: 0.262 Ha
- Highest occupied orbital energy: 0.0 eV
- E_tot: -21016.20331 eV
- ΔE to the lowest compared entry with this formula, charge and spin: 0.546 eV

```
7
Properties=species:S:1:pos:R:3:forces:R:3:lowdin_charge:R:1
N 0.977 -0.683 0.986 1.15 0.00 0.25 -0.37
O 2.211 -0.658 0.687 -1.12 -0.10 0.31 -0.28
O -2.323 0.511 -0.287 -0.89 0.32 0.80 -0.41
O -0.773 -0.381 -2.038 0.48 -1.04 -1.25 -0.40
O 0.707 -1.016 2.163 0.11 0.05 -0.38 -0.27
O -0.315 1.950 -1.085 -0.45 -0.25 0.12 -0.43
P -1.100 0.677 -1.085 0.73 1.03 0.14 0.16
```
Positions in Å, forces in eV/Å.



[3]
C10H13NO2S | ωB97M-V with the def2-TZVPD basis set

- 2S+1: 3
- HOMO-LUMO gap (spin up / spin down): 0.218 / 0.240 Ha
- Highest occupied orbital energy (spin up / spin down): -5.5 / -8.9 eV
- E_tot: -26994.43389 eV
- ⟨S²⟩: 2.042
- ΔE to the lowest compared entry with this formula, charge and spin: 2.205 eV

```
27
Properties=species:S:1:pos:R:3:forces:R:3:lowdin_spin:R:1
C 3.957 -0.875 -0.381 2.76 -2.03 0.29 0.16
C 4.135 0.501 -0.131 -3.15 -1.12 -0.11 0.00
C 2.701 -1.535 -0.286 -1.07 -0.50 -1.20 -0.01
C 2.926 1.155 0.093 1.02 3.59 -0.41 0.13
C 1.542 -0.803 -0.148 0.21 1.16 1.22 0.11
C 1.639 0.608 -0.038 -1.01 -0.44 0.67 0.10
C 0.503 1.486 0.000 1.33 -2.28 -0.02 0.38
C -3.299 0.755 1.376 -1.45 -0.51 -1.55 0.03
C -2.301 -1.740 -0.736 1.32 -0.76 -1.27 0.04
C -1.101 0.459 0.437 -0.17 2.70 -2.34 0.28
N -2.131 1.312 0.750 1.08 0.11 -1.71 0.15
O 0.381 2.646 -0.224 -1.04 1.81 0.09 0.52
O -2.042 0.661 -1.925 -0.43 -0.03 -0.32 0.00
S -1.175 -0.342 -1.265 -0.51 0.23 0.40 0.06
H 4.936 -1.503 -0.465 -2.04 0.97 -0.17 0.01
H 5.040 1.071 -0.179 0.43 -0.25 0.17 0.00
H 2.391 -2.587 -0.573 1.67 0.89 0.73 0.00
H 2.947 2.287 0.254 0.06 -1.64 -0.18 0.01
H 0.556 -1.189 0.089 0.53 -0.88 -0.45 0.01
H -3.222 -0.143 1.960 0.72 -0.18 0.47 0.00
H -3.888 1.482 1.868 -0.24 0.89 0.92 0.00
H -3.902 0.486 0.498 -0.47 -0.42 0.39 0.01
H -3.032 -1.791 -1.550 -0.22 0.30 0.46 0.01
H -2.663 -1.486 0.238 -0.59 -0.35 0.29 0.00
H -1.762 -2.733 -0.790 -0.31 1.23 0.45 0.00
H -0.691 0.044 1.258 1.13 -2.28 2.53 0.01
H -2.443 1.775 -0.131 0.45 -0.20 0.68 0.00
```
Positions in Å, forces in eV/Å.



[4]
C6H16Si | ωB97M-V with the def2-TZVPD basis set

- 2S+1: 1
- HOMO-LUMO gap (spin up / spin down): 0.267 / 0.283 Ha
- Highest occupied orbital energy (spin up / spin down): -7.2 / -6.8 eV
- E_tot: -14354.47099 eV
- ΔE to the lowest compared entry with this formula, charge and spin: 4.953 eV

```
23
Properties=species:S:1:pos:R:3:forces:R:3:lowdin_charge:R:1
C 3.161 -0.843 0.088 -0.36 -0.47 1.80 -0.13
C 1.989 1.996 0.211 -0.67 -4.14 1.88 -0.11
C -1.762 -1.631 0.032 0.86 2.97 -0.11 -0.26
C -3.628 0.828 -0.733 0.85 -0.38 1.61 -0.28
C 1.701 -0.650 -0.181 -2.00 1.14 -0.23 -0.31
C 1.219 0.804 -0.341 0.46 -0.90 -0.18 -0.15
Si -2.436 0.122 0.532 0.64 -0.48 -1.25 0.70
H 3.927 -0.524 -0.581 0.31 0.56 -0.49 0.07
H 3.156 -1.900 0.150 0.96 -1.35 0.00 0.06
H 3.300 -0.552 1.162 0.62 0.25 -1.12 0.09
H 1.304 2.796 0.141 -0.13 1.29 0.46 0.05
H 2.307 1.608 1.278 -0.39 1.65 -1.78 0.11
H 2.827 2.053 -0.432 1.32 0.79 -0.37 0.05
H -1.436 -2.004 0.977 0.40 -0.92 0.35 -0.01
H -2.542 -2.166 -0.448 -0.43 -0.81 -0.40 0.00
H -0.885 -1.365 -0.640 -1.18 -0.79 0.77 0.01
H -3.986 0.151 -1.437 -0.75 -1.29 -1.14 0.00
H -4.410 1.350 -0.242 -0.81 0.50 0.33 0.01
H -3.007 1.505 -1.222 0.76 1.56 -1.26 -0.02
H 1.222 -1.420 -0.877 0.88 1.41 0.33 0.11
H 1.309 -0.974 0.787 -0.56 -0.13 0.13 0.09
H 0.449 1.042 -1.040 -0.46 -0.12 -0.44 0.05
H -3.017 0.381 1.816 -0.31 -0.34 1.12 -0.11
```
Positions in Å, forces in eV/Å.



[5]
C18H55NO7PS7 | ωB97M-V with the def2-TZVPD basis set

- Total charge: +1
- 2S+1: 1
- HOMO-LUMO gap: 0.301 Ha
- Highest occupied orbital energy: -10.4 eV
- E_tot: -120505.58571 eV

```
89
Properties=species:S:1:pos:R:3:forces:R:3:lowdin_charge:R:1
C -4.116 0.649 -6.836 0.11 -0.01 -0.11 -0.15
C -3.400 0.325 -5.512 -0.25 0.15 0.44 -0.41
P -1.710 -0.305 -5.767 0.42 -0.97 -0.62 1.04
N -1.725 -1.916 -4.758 -0.28 0.20 -0.14 0.02
C -0.595 0.603 -4.669 -0.14 0.60 0.06 -0.45
C 0.239 1.580 -5.505 -0.12 -0.17 -0.22 -0.16
H -3.460 0.519 -7.698 0.02 0.02 0.03 0.05
H -4.973 -0.003 -6.992 -0.03 0.05 0.03 0.07
H -4.455 1.683 -6.846 -0.09 -0.04 0.01 0.07
H -3.981 -0.394 -4.929 0.06 0.00 0.01 0.08
H -3.320 1.212 -4.877 -0.03 0.00 -0.03 0.08
H -1.032 -1.921 -4.004 -0.10 0.15 0.11 0.09
H -1.494 -2.670 -5.403 -0.07 -0.09 0.14 0.10
H -2.632 -2.164 -4.341 -0.04 -0.27 0.11 0.07
H -1.180 1.156 -3.932 0.14 -0.13 0.19 0.07
H 0.027 -0.114 -4.135 0.09 0.19 0.07 0.05
H 0.820 1.045 -6.259 0.13 -0.01 0.12 0.05
H -0.402 2.264 -6.067 0.04 0.13 0.15 0.07
H 0.907 2.157 -4.868 0.00 0.03 -0.05 0.08
C -0.888 -0.987 0.689 0.12 -0.12 0.00 -0.27
S -1.357 -0.260 -0.866 -0.17 0.00 -0.01 0.80
O -0.179 -0.384 -1.789 -0.05 -0.21 -0.18 -0.58
C -1.383 1.435 -0.292 0.06 0.05 -0.01 -0.25
H -0.772 -2.058 0.533 -0.04 -0.01 -0.02 0.05
H 0.046 -0.545 1.030 -0.03 -0.01 0.04 0.04
H -1.671 -0.801 1.422 0.02 0.00 0.02 0.06
H -0.404 1.680 0.118 0.00 0.00 0.01 0.07
H -2.154 1.536 0.470 0.00 0.01 0.01 0.06
H -1.614 2.074 -1.142 0.00 0.00 0.00 0.04
C 2.113 -1.029 4.740 0.04 -0.04 0.07 -0.26
S 0.791 0.161 4.573 -0.04 0.03 0.01 0.82
O 0.411 0.187 3.124 -0.02 0.00 -0.02 -0.59
C 1.798 1.609 4.862 0.02 0.07 0.02 -0.26
H 1.696 -2.013 4.535 0.00 -0.01 0.01 0.05
H 2.896 -0.791 4.020 0.00 -0.01 -0.01 0.06
H 2.488 -0.975 5.763 0.02 0.00 -0.01 0.04
H 2.582 1.643 4.106 -0.01 0.01 -0.01 0.06
H 2.218 1.539 5.866 0.02 0.01 -0.01 0.02
H 1.148 2.478 4.770 0.01 0.01 0.00 0.05
C 1.074 -4.595 -1.626 0.02 0.05 0.05 -0.26
S -0.464 -5.089 -2.410 0.36 0.23 -0.12 0.77
O -0.930 -6.301 -1.693 -0.21 -0.13 0.12 -0.54
C 0.296 -5.667 -3.933 -0.05 0.00 -0.07 -0.26
H 0.830 -4.262 -0.620 0.02 0.01 0.01 0.05
H 1.743 -5.454 -1.584 -0.02 -0.02 0.02 0.06
H 1.526 -3.776 -2.185 -0.02 0.02 0.02 0.06
H 1.042 -6.425 -3.697 -0.02 -0.02 0.01 0.06
H 0.758 -4.829 -4.456 0.01 -0.01 0.00 0.05
H -0.493 -6.100 -4.545 0.01 0.00 -0.02 0.05
C 2.085 -0.290 10.278 0.05 -0.01 0.03 -0.27
S 1.560 0.518 8.769 -0.16 -0.07 -0.07 0.82
O 2.711 0.432 7.815 0.01 -0.01 -0.04 -0.57
C 1.542 2.184 9.409 0.04 0.08 0.06 -0.28
H 2.202 -1.348 10.059 0.00 0.00 0.00 0.05
H 3.037 0.136 10.596 0.01 -0.01 0.00 0.06
H 1.319 -0.151 11.040 0.00 -0.01 0.01 0.06
H 2.534 2.427 9.792 0.00 0.00 -0.01 0.06
H 0.789 2.267 10.191 -0.01 0.02 -0.01 0.06
H 1.274 2.859 8.601 -0.03 0.00 0.00 0.04
C -3.884 -6.485 -3.045 0.20 0.23 -0.13 -0.25
S -4.724 -4.947 -3.423 -0.19 -0.09 -0.09 0.84
O -3.626 -3.938 -3.647 0.14 0.19 -0.08 -0.61
C -5.366 -4.640 -1.782 0.05 0.08 0.02 -0.26
H -3.359 -6.762 -3.959 0.05 -0.05 0.04 0.05
H -3.167 -6.271 -2.253 0.07 -0.21 0.01 0.02
H -4.568 -7.286 -2.774 -0.15 0.15 0.03 0.07
H -4.536 -4.611 -1.077 0.00 -0.01 0.01 0.06
H -6.069 -5.431 -1.524 0.00 0.00 -0.01 0.06
H -5.881 -3.682 -1.805 -0.01 0.00 0.01 0.05
C 3.065 2.050 -9.182 -0.02 -0.03 0.00 -0.27
S 3.723 3.330 -8.103 -0.14 -0.02 0.08 0.79
O 4.883 3.919 -8.804 0.13 0.07 -0.08 -0.54
C 4.388 2.210 -6.862 -0.01 -0.04 0.02 -0.27
H 2.649 2.551 -10.053 0.00 0.00 -0.01 0.05
H 3.876 1.388 -9.484 0.01 0.01 -0.01 0.06
H 2.281 1.499 -8.662 -0.01 0.00 -0.01 0.04
H 5.101 1.536 -7.337 0.01 0.01 0.00 0.06
H 3.574 1.654 -6.396 0.01 0.00 0.01 0.04
H 4.892 2.822 -6.117 0.01 0.00 0.00 0.05
C 1.483 6.819 10.623 0.03 0.03 0.02 -0.27
S 0.104 6.452 9.536 -0.09 0.07 0.03 0.81
O -0.086 4.977 9.579 0.06 -0.13 -0.03 -0.56
C 0.959 6.811 8.000 0.03 0.02 -0.02 -0.27
H 1.157 6.605 11.638 0.00 0.00 0.00 0.05
H 2.326 6.183 10.356 0.00 -0.01 0.00 0.06
H 1.744 7.874 10.534 0.00 0.00 0.01 0.06
H 1.841 6.176 7.926 0.00 -0.01 0.00 0.06
H 1.234 7.866 7.976 0.00 0.00 -0.01 0.05
H 0.267 6.592 7.189 0.00 0.00 0.00 0.05
```
Positions in Å, forces in eV/Å.



[6]
CHOP3 | ωB97M-V with the def2-TZVPD basis set

- 2S+1: 1
- HOMO-LUMO gap: 0.254 Ha
- Highest occupied orbital energy: -8.7 eV
- E_tot: -30964.41162 eV
- ΔE to the lowest compared entry with this formula, charge and spin: 1.823 eV

```
6
Properties=species:S:1:pos:R:3:forces:R:3:lowdin_charge:R:1
C 0.512 0.309 0.621 0.58 0.76 -0.17 -0.92
O 2.918 -1.804 -0.050 -0.35 -0.16 0.27 -0.59
P 0.999 1.510 1.605 -0.57 1.03 0.12 0.58
P 2.112 1.129 -0.272 -0.84 -0.98 1.22 0.44
P 2.545 -0.756 0.929 1.23 -0.36 -1.07 0.49
H -0.370 -0.283 0.480 -0.05 -0.29 -0.36 0.00
```
Positions in Å, forces in eV/Å.



[7]
C13H11N | ωB97M-V with the def2-TZVPD basis set

- 2S+1: 1
- HOMO-LUMO gap: 0.339 Ha
- Highest occupied orbital energy: -8.7 eV
- E_tot: -15145.30726 eV
- ΔE to the lowest compared entry with this formula, charge and spin: 4.421 eV

```
25
Properties=species:S:1:pos:R:3:forces:R:3:lowdin_charge:R:1
C -2.278 -2.533 -0.263 -0.01 4.05 -1.05 0.15
C -2.275 -1.366 -0.557 -0.24 -0.30 -0.41 -0.08
C -2.456 0.102 -0.877 -2.14 -2.58 0.35 -0.30
C -3.126 0.613 0.358 -2.56 2.28 -0.29 -0.09
C -2.388 0.729 1.417 0.32 0.43 3.62 -0.17
N -1.070 0.322 1.410 0.62 -0.50 1.49 0.13
C -0.475 0.365 0.307 1.97 0.17 -0.19 -0.28
C 1.009 0.092 0.271 -1.30 1.28 -0.39 -0.17
C 1.771 1.010 -0.480 -1.87 -0.38 0.50 -0.06
C 3.116 0.948 -0.395 2.55 2.81 -1.81 -0.13
C 3.777 0.089 0.449 0.25 -1.01 0.50 -0.10
C 3.000 -0.831 1.189 0.69 -0.90 0.17 -0.08
C 1.599 -0.852 1.078 -0.43 -2.09 0.75 -0.04
C -1.147 0.779 -0.965 0.55 1.09 -0.19 -0.10
H -2.191 -3.507 -0.107 0.21 -3.54 0.71 -0.02
H -3.246 0.058 -1.638 0.90 0.74 -0.62 0.15
H -4.098 1.178 0.414 0.68 -1.34 -0.58 0.13
H -2.727 1.052 2.461 0.22 -0.20 -1.85 0.14
H 1.265 1.814 -1.033 0.33 -0.53 0.09 0.12
H 3.713 1.742 -1.023 -1.00 -1.74 1.34 0.14
H 4.889 0.131 0.445 -1.05 -0.33 0.37 0.11
H 3.495 -1.616 1.817 -0.43 0.94 -0.61 0.11
H 0.914 -1.718 1.549 1.80 2.36 -0.82 0.16
H -0.454 0.453 -1.715 -0.24 -0.09 -1.00 0.12
H -1.282 1.886 -0.995 0.17 -0.62 -0.08 0.15
```
Positions in Å, forces in eV/Å.



[8]
C31H28BN8O2Re | ωB97M-V with the def2-TZVPD basis set

- Total charge: +1
- 2S+1: 2
- HOMO-LUMO gap (spin up / spin down): 0.201 / 0.202 Ha
- Highest occupied orbital energy (spin up / spin down): -9.9 / -9.9 eV
- E_tot: -51417.56982 eV
- ⟨S²⟩: 0.809

```
71
Properties=species:S:1:pos:R:3:forces:R:3:lowdin_spin:R:1
Re 1.168 -0.611 0.742 -0.43 0.24 0.01 0.65
C 5.500 0.434 0.574 -0.14 -0.02 0.01 0.00
C 4.215 0.563 0.056 0.17 0.04 0.13 0.01
N 3.344 0.004 0.893 -2.04 -0.49 -0.89 0.01
N 4.027 -0.486 1.931 0.34 -0.04 0.32 0.00
C 5.330 -0.234 1.770 0.00 0.16 -0.30 0.01
B 3.353 -1.276 3.055 -0.46 -0.09 -0.65 0.00
N 2.186 -0.468 3.638 0.27 0.13 0.64 0.00
C 1.950 -0.187 4.924 -0.31 0.12 -0.12 0.01
C 0.663 0.303 5.032 0.05 -0.05 -0.05 0.00
C 0.172 0.288 3.732 -0.01 0.05 0.28 0.01
N 1.110 -0.165 2.901 0.16 -0.16 -0.92 0.01
N 2.715 -2.534 2.427 0.19 -0.26 0.23 0.00
C 2.897 -3.802 2.800 -0.14 -0.46 -0.09 0.00
C 2.067 -4.610 2.049 0.18 0.01 0.18 0.00
C 1.392 -3.736 1.208 0.13 0.24 0.09 0.00
N 1.789 -2.483 1.454 0.00 -0.19 -0.07 0.00
H 6.417 0.763 0.138 0.24 0.14 -0.10 0.00
H 3.891 1.033 -0.854 -0.11 -0.01 -0.10 0.00
H 6.043 -0.538 2.505 0.17 -0.10 0.23 0.00
H 4.126 -1.561 3.896 0.25 -0.11 0.25 0.00
H 2.698 -0.345 5.673 0.19 -0.09 0.13 0.00
H 0.161 0.617 5.921 -0.16 0.09 0.19 0.00
H -0.809 0.555 3.382 -0.07 0.05 -0.07 0.00
H 3.605 -4.050 3.564 0.16 -0.04 0.21 0.00
H 1.965 -5.674 2.115 0.01 -0.19 -0.05 0.00
H 0.667 -3.948 0.442 -0.05 0.11 -0.04 0.00
C 0.257 -1.328 -0.872 2.48 0.54 1.45 0.05
C -0.489 -1.529 -1.845 -1.57 -0.20 -1.45 0.06
C -1.418 -1.560 -2.846 0.99 0.33 1.29 0.06
C -2.410 -2.594 -2.916 -0.72 -0.62 0.10 0.01
C -2.579 -3.486 -1.841 -0.04 0.28 -0.28 0.02
C -3.559 -4.453 -1.890 0.01 -0.07 0.08 0.00
C -4.390 -4.552 -2.997 0.05 0.09 -0.14 0.02
C -4.227 -3.684 -4.069 -0.11 -0.19 -0.02 0.00
C -3.238 -2.725 -4.040 0.27 0.16 0.15 0.01
C -1.407 -0.400 -3.736 0.28 0.30 -0.61 0.01
C -0.192 0.053 -4.256 -0.18 -0.14 0.04 0.01
C -0.144 1.187 -5.040 0.09 0.10 -0.04 0.00
C -1.304 1.897 -5.301 -0.09 0.01 0.02 0.01
C -2.515 1.454 -4.792 -0.02 0.09 -0.09 0.00
C -2.576 0.310 -4.019 0.10 -0.17 0.13 0.01
H -1.951 -3.377 -0.971 0.07 -0.06 0.09 0.00
H -3.682 -5.134 -1.064 -0.02 -0.08 0.12 0.00
H -5.153 -5.313 -3.032 -0.11 -0.06 0.01 0.00
H -4.868 -3.767 -4.932 -0.04 -0.04 -0.09 0.00
H -3.078 -2.077 -4.888 -0.08 0.01 -0.07 0.00
H 0.704 -0.518 -4.067 0.15 -0.07 0.06 0.00
H 0.798 1.512 -5.456 0.09 0.03 -0.04 0.00
H -1.267 2.791 -5.903 -0.01 0.09 -0.11 0.00
H -3.420 1.994 -5.016 -0.12 0.10 0.03 0.00
H -3.517 -0.024 -3.605 -0.04 0.01 -0.02 0.00
O -2.651 3.927 4.675 -0.03 -0.36 0.21 0.00
C -2.287 4.770 3.621 0.06 0.82 -0.16 0.00
N -1.746 3.919 2.586 -0.23 -0.13 0.42 0.00
C -1.012 4.445 1.581 0.02 -0.39 -0.05 0.00
O -0.759 5.626 1.494 0.02 0.27 -0.11 0.00
C -0.484 3.463 0.574 0.28 0.00 -0.29 0.00
C -0.335 3.855 -0.753 0.03 -0.24 0.17 0.00
C 0.217 2.955 -1.649 -0.07 0.15 0.20 0.00
C 0.635 1.719 -1.196 -0.01 -0.05 -0.09 0.01
N 0.529 1.337 0.090 -0.04 0.37 -0.06 0.01
C -0.018 2.212 0.945 -0.16 0.28 0.12 0.00
H -3.044 4.449 5.383 0.02 -0.03 -0.11 0.00
H -1.505 5.490 3.910 -0.21 -0.17 -0.12 0.00
H -3.158 5.335 3.242 0.23 -0.14 0.08 0.00
H -2.120 2.982 2.564 0.10 0.08 -0.19 0.00
H -0.632 4.846 -1.053 -0.08 0.15 -0.04 0.00
H 0.337 3.212 -2.690 0.02 -0.05 -0.10 0.00
H 1.067 1.003 -1.885 -0.01 -0.02 0.14 0.00
H -0.052 1.924 1.987 0.04 -0.04 -0.11 0.00
```
Positions in Å, forces in eV/Å.